Record 1
This record from OMol25 describes a structure of composition C25H46Cl18IN3OS in a non-equilibrium geometry. The level of theory is ωB97M-V with the def2-TZVPD basis set.

Atoms and positions in Å:
1 S -0.259 -2.749 4.706
2 C -0.280 -3.666 2.198
3 H 1.752 -3.528 2.028
4 C 0.501 -1.059 -4.666
5 N 0.968 -2.907 2.043
6 H -2.790 -3.430 4.370
7 C 6.360 4.334 -4.061
8 C -0.036 2.414 6.836
9 Cl -0.382 1.536 5.322
10 Cl -4.873 -2.109 5.533
11 C -3.577 2.482 -1.310
12 H -0.064 5.341 -6.050
13 H -0.085 4.444 -3.129
14 C 2.712 0.262 -5.664
15 C 0.047 -4.898 2.779
16 H 0.882 -2.442 1.162
17 C -2.236 1.819 -1.206
18 H -0.191 3.471 6.634
19 C -6.894 -3.865 6.048
20 H -4.254 2.125 -0.542
21 C -1.163 -1.516 2.639
22 C -3.152 -4.504 2.613
23 Cl 0.131 0.441 -3.777
24 H -1.533 -1.784 -4.659
25 H -0.027 0.863 1.442
26 Cl 8.094 4.701 -4.266
27 Cl 5.189 1.288 -5.305
28 H -6.558 -2.962 4.128
29 Cl 5.451 6.763 -4.936
30 Cl -4.356 2.206 -2.895
31 C 0.136 5.494 -4.995
32 C 1.594 1.644 2.551
33 H -0.757 2.092 7.579
34 H 5.878 4.763 -6.107
35 Cl 1.429 -1.147 -0.930
36 H -1.288 -2.382 5.452
37 H -0.346 6.416 -4.679
38 H -2.396 -5.119 2.205
39 H 2.361 1.131 -5.118
40 H -4.164 -4.992 0.844
41 H -6.742 -3.642 7.098
42 H 3.781 1.299 -7.183
43 C -0.528 -2.136 -4.450
44 N 0.255 -5.962 3.318
45 H 1.035 1.907 3.449
46 H -3.678 -5.107 3.301
47 Cl -0.192 3.198 1.163
48 C -4.151 -4.187 1.517
49 H 3.349 -2.089 -1.904
50 C -2.650 -3.282 3.349
51 C 3.981 0.570 -6.402
52 H -7.940 -4.115 5.889
53 H -5.132 -4.100 1.893
54 C -6.519 -2.698 5.180
55 H 4.488 4.626 -5.028
56 H 1.268 1.499 0.420
57 H 6.071 4.642 -3.062
58 H 3.040 -2.742 -0.296
59 H 2.011 0.648 2.679
60 H 4.416 -0.316 -6.853
61 Cl -5.938 -5.317 5.651
62 H 1.581 2.841 8.152
63 Cl 4.289 0.566 -1.332
64 C 3.076 -1.830 -0.889
65 H -3.274 -2.476 3.105
66 Cl -0.501 -2.750 -2.780
67 H -1.468 4.326 -4.220
68 Cl 1.893 5.740 -4.805
69 C -0.383 4.351 -4.168
70 Cl -2.336 0.036 -1.145
71 H -3.454 3.557 -1.199
72 H -1.595 2.084 -2.042
73 H 2.091 2.408 6.517
74 H 3.719 -0.512 0.680
75 C 4.054 -0.862 -0.290
76 Cl 1.646 0.517 7.847
77 Cl 0.197 2.770 -4.759
78 H 0.539 -0.802 -5.723
79 O -0.868 -3.936 0.988
80 H -7.200 -1.870 5.356
81 H -1.748 2.101 -0.267
82 I -3.601 -2.471 0.398
83 H 1.485 -1.391 -4.347
84 H 6.238 3.259 -4.150
85 H 1.941 -0.047 -6.365
86 N -1.091 -0.385 2.211
87 H 5.022 -1.343 -0.173
88 C 5.510 4.988 -5.112
89 H -0.306 -2.974 -5.106
90 C -1.177 -2.822 3.121
91 Cl 2.976 2.777 2.420
92 C 1.375 2.193 7.304
93 H -1.088 -3.113 0.563
94 Cl 2.922 -1.065 -4.493
95 C 0.712 1.655 1.339

For the relative energy (zero: lowest compared OMol25 entry of this formula, charge and spin), the calculation gives 340.0 kJ/mol. As for the total energy: -10198.85450 Ha. As for the HOMO-LUMO gap: 9.31 eV. As for the spin multiplicity: 1. For the HOMO energy, the calculation gives -9.023 eV.

Record 2
This record from OMol25 describes a structure of composition C25H46GeN3Si2V. The level of theory is ωB97M-V with the def2-TZVPD basis set.

Atoms and positions in Å:
1 C 0.090 3.414 -3.478
2 H -6.036 -2.068 1.016
3 H -0.739 2.895 3.958
4 C 1.787 2.874 -1.679
5 C -1.853 -0.171 3.450
6 H 3.798 -4.634 -1.432
7 H -2.206 3.300 3.082
8 H 3.119 1.289 -2.164
9 H -0.996 0.815 -3.984
10 H 0.304 -2.850 -3.123
11 H -2.382 0.719 -0.250
12 C 0.392 3.403 -1.975
13 H 3.476 -0.332 0.724
14 C 2.112 2.109 3.655
15 C 0.406 0.591 1.509
16 H -0.233 0.625 -5.435
17 Si -1.291 1.169 2.313
18 H 1.999 -1.856 2.817
19 N -0.561 1.320 -4.756
20 H 2.665 1.949 -4.218
21 H 1.821 0.448 -4.178
22 C 2.119 -3.728 -2.413
23 H 3.111 2.162 4.097
24 H 1.966 2.863 -0.599
25 C 0.588 2.247 -4.343
26 H -0.628 3.565 2.332
27 H 1.989 0.282 -0.654
28 H -0.687 3.221 -0.255
29 H -3.381 0.745 1.095
30 H -1.856 -1.465 -1.955
31 C 2.054 1.497 -2.271
32 H 0.615 -3.446 1.154
33 H 0.882 2.653 -5.310
34 C -2.461 1.221 0.740
35 C 1.787 1.468 -3.781
36 C -4.816 -3.382 2.199
37 C 0.313 -3.047 -0.960
38 H 1.406 2.050 4.484
39 H 1.138 -1.071 4.158
40 H -1.565 -4.127 1.662
41 H 0.602 4.300 -3.859
42 C -3.560 -3.960 2.385
43 H 2.849 -4.424 0.835
44 H 2.517 3.574 -2.090
45 H 3.411 1.463 0.623
46 C 2.292 -4.057 -0.017
47 C 0.871 -3.154 -2.249
48 H -1.299 1.856 -5.227
49 C 2.001 -0.998 3.493
50 H 1.406 -0.467 -1.942
51 H -5.629 -3.653 2.860
52 H -1.771 -1.162 2.998
53 H 1.949 3.046 3.120
54 H -1.559 2.825 -1.532
55 H 0.354 4.449 -1.669
56 C -2.739 -2.720 0.483
57 C -5.047 -2.481 1.160
58 H -2.723 2.260 0.527
59 C 2.827 -4.175 -1.299
60 N 1.357 0.430 -1.453
61 C 3.428 0.601 1.296
62 C -1.201 2.886 2.970
63 C 1.036 -3.505 0.157
64 H 4.385 0.664 1.824
65 H 2.891 -1.084 4.122
66 Si 2.060 0.613 2.572
67 H -2.895 -0.009 3.736
68 C -4.018 -2.149 0.303
69 Ge -1.445 -2.409 -0.806
70 N -0.634 2.684 -1.125
71 V -0.331 0.739 -0.167
72 C -2.523 -3.640 1.534
73 H -1.263 -0.155 4.369
74 H -0.968 3.622 -3.668
75 H -4.212 -1.478 -0.528
76 H -3.410 -4.677 3.182
77 H 0.211 -0.517 1.251
78 H 2.536 -3.858 -3.403

For the relative energy (zero: lowest compared OMol25 entry of this formula, charge and spin), the calculation gives 14.6 kJ/mol. The total charge is +4. As for the total energy: -4742.92996 Ha. As for the HOMO-LUMO gap (alpha / beta): 7.20 / 6.62 eV. As for the spin multiplicity: 3. For the HOMO energy (alpha / beta), the calculation gives -19.913 / -19.848 eV.

Record 3
This record from OMol25 describes a structure of composition C25H47BrCl2MnO2P2 in a non-equilibrium geometry. The level of theory is ωB97M-V with the def2-TZVPD basis set.

Atoms and positions in Å:
1 C -1.121 -3.505 0.592
2 C -1.938 3.833 0.916
3 H -0.188 4.852 0.155
4 C 0.077 -3.366 1.535
5 Cl -2.178 0.338 0.959
6 H -3.469 -1.073 -0.630
7 H -2.588 4.259 0.141
8 H 0.984 -4.993 -0.848
9 H 1.522 4.810 -2.558
10 H 0.403 2.413 1.936
11 C -2.789 -4.043 -2.261
12 H -2.177 -2.038 -2.825
13 Br -0.032 0.168 3.786
14 H -2.066 4.431 1.829
15 H 4.519 -1.660 2.629
16 H -2.058 -4.468 -2.957
17 H 5.235 -1.799 4.986
18 C 1.746 -2.571 -1.820
19 C -1.231 4.983 -2.337
20 H -4.369 -2.598 -0.805
21 H -0.016 -4.113 2.340
22 C 1.641 2.972 -1.378
23 H -1.738 0.331 -1.437
24 H 3.099 4.482 -1.827
25 C -1.073 3.457 -2.378
26 C -3.712 -1.888 -1.324
27 H -2.309 1.756 -2.954
28 O 3.064 -1.369 0.804
29 C -0.458 3.848 0.524
30 H -3.012 3.336 -3.319
31 H -0.296 5.517 -2.134
32 H -0.455 -5.276 -1.874
33 C 2.014 4.429 -1.654
34 H 1.759 -1.620 -2.361
35 H 1.692 2.407 -2.323
36 H -0.419 3.187 -3.225
37 O 1.190 -0.169 1.232
38 Mn -0.490 0.104 -0.547
39 C 2.592 2.295 -0.378
40 H -3.312 -3.518 0.797
41 H 3.117 1.465 -0.872
42 C 2.606 -0.797 3.051
43 H 1.139 -5.099 -2.612
44 H 3.822 -0.776 6.788
45 H -3.015 2.733 -1.649
46 H -0.016 -2.997 -2.972
47 H 0.080 -2.361 1.990
48 C -2.414 -3.250 1.365
49 C 4.278 -1.340 4.749
50 H 3.354 2.995 -0.013
51 P -0.153 2.719 -0.921
52 C -2.430 2.776 -2.577
53 H 1.777 5.089 -0.805
54 C -2.479 -2.583 -1.910
55 C 3.867 -1.296 3.419
56 C 0.439 3.490 1.709
57 H -4.293 -1.451 -2.148
58 H 0.093 4.031 2.601
59 H -2.272 2.803 1.120
60 H 2.069 1.848 0.479
61 Cl 0.231 0.207 -2.733
62 H -3.769 -4.077 -2.756
63 H -1.988 5.291 -1.602
64 C 3.475 -0.791 5.754
65 H 1.621 0.228 6.169
66 H 2.038 -2.360 -0.779
67 H -2.847 -4.679 -1.364
68 C 2.265 -0.781 1.569
69 C 1.763 -0.327 4.087
70 P -0.926 -2.391 -0.884
71 H 1.040 -3.528 1.029
72 H -1.581 5.309 -3.328
73 H -2.396 -3.867 2.275
74 H 1.482 3.778 1.536
75 H 2.503 -3.230 -2.263
76 C 0.495 -4.734 -1.798
77 C 0.367 -3.219 -1.960
78 H -2.485 -2.194 1.665
79 H -1.132 -4.526 0.176
80 C 2.233 -0.251 5.408

For the relative energy (zero: lowest compared OMol25 entry of this formula, charge and spin), the calculation gives 0.0 kJ/mol. The total charge is -1. As for the total energy: -6459.54021 Ha. As for the HOMO-LUMO gap (alpha / beta): 6.97 / 8.17 eV. As for the spin multiplicity: 5. For the HOMO energy (alpha / beta), the calculation gives -4.155 / -5.334 eV.

Record 4
This record from OMol25 describes a structure of composition C25H47ClHfP2 in a non-equilibrium geometry. The level of theory is ωB97M-V with the def2-TZVPD basis set.

Atoms and positions in Å:
1 H 0.399 -3.827 2.625
2 H -2.042 0.050 -3.289
3 H 3.052 -2.629 -2.360
4 H 2.562 -3.502 2.128
5 H 0.833 -1.484 -3.476
6 H 1.997 1.580 3.441
7 H 4.779 1.065 0.825
8 P 2.522 1.895 1.095
9 H 0.203 -3.115 -3.212
10 H 3.502 -2.243 1.290
11 H -1.648 3.437 -1.613
12 C 0.106 -2.062 -2.895
13 C 2.918 1.610 2.848
14 H -4.734 0.916 -0.008
15 H 2.910 -0.868 -2.284
16 P -3.419 0.023 1.800
17 H -2.490 -3.046 0.239
18 H 3.834 -1.730 -1.045
19 H 1.187 3.861 1.527
20 H -0.180 1.950 -4.213
21 C 1.447 2.099 -1.923
22 H 4.684 2.833 0.488
23 H -5.768 0.505 1.406
24 H 2.941 4.199 1.683
25 H 3.438 0.652 2.961
26 H -1.233 -3.806 1.923
27 C 1.125 0.983 -2.779
28 C -1.455 0.874 -2.851
29 C 2.932 -1.780 -1.668
30 H 4.098 1.640 -0.722
31 Hf 0.777 0.376 -0.641
32 H 1.034 4.159 -1.482
33 H -1.985 -0.154 -0.985
34 H -3.422 2.358 2.436
35 C 0.296 -3.084 0.598
36 H -1.026 -0.404 1.408
37 C 1.694 -1.937 -0.852
38 H 1.965 0.529 -3.314
39 C -1.297 0.618 -1.350
40 H -0.064 -5.024 1.400
41 H -0.236 1.056 2.021
42 H 3.386 -3.871 0.610
43 H -0.070 0.211 -4.376
44 C 2.818 -3.092 1.146
45 C -3.564 1.410 2.973
46 C 2.177 3.683 1.090
47 H 3.562 2.417 3.222
48 H -4.629 -1.289 3.446
49 H -1.979 -4.062 -1.117
50 C 0.336 -1.947 -1.426
51 C -1.039 1.727 -0.473
52 H 2.506 2.410 -1.922
53 C -4.927 0.176 0.782
54 C 0.482 3.291 -1.869
55 H -3.875 -2.316 2.170
56 H -2.066 1.777 -3.007
57 Cl 0.781 -0.847 2.744
58 C -1.911 -3.041 -0.694
59 H -1.637 1.779 0.452
60 C -0.168 -3.969 1.701
61 H -2.865 -1.618 3.475
62 C -0.502 -2.651 -0.471
63 H 0.172 3.558 -2.897
64 H -4.552 1.397 3.445
65 C -0.778 3.120 -1.019
66 C 1.633 -2.678 0.380
67 C -0.049 0.107 1.499
68 C -0.139 1.018 -3.627
69 H -0.902 -1.733 -3.177
70 H -0.738 3.803 -0.159
71 C 4.191 1.859 0.350
72 H -2.400 -2.358 -1.395
73 H -5.147 -0.798 0.324
74 C -3.739 -1.444 2.828
75 H 2.185 4.076 0.069
76 H -2.784 1.322 3.743

The total charge is +2. As for the total energy: -2170.92930 Ha. As for the HOMO-LUMO gap (alpha / beta): 3.95 / 4.07 eV. As for the spin multiplicity: 1. For the HOMO energy (alpha / beta), the calculation gives -13.071 / -13.123 eV.